No. 1
{
  "formula": "C32H34N4O6PdSi2",
  "method": "ωB97M-V/def2-TZVPD",
  "elements": ["Pd", "C", "C", "C", "C", "C", "C", "N", "N", "Si", "C", "C", "C", "H", "H", "H", "H", "H", "H", "H", "H", "H", "H", "H", "H", "H", "H", "H", "O", "C", "N", "C", "O", "C", "C", "C", "C", "C", "C", "H", "H", "H", "H", "O", "C", "O", "C", "C", "C", "C", "C", "C", "N", "O", "O", "H", "H", "H", "H", "C", "Si", "C", "C", "C", "C", "C", "C", "C", "H", "H", "H", "H", "H", "H", "H", "H", "H", "H", "H"],
  "xyz": [[0.49, 0.31, -0.63], [-3.54, -1.54, 0.12], [-2.72, -1.23, 1.34], [-3.20, -1.52, 2.62], [-2.36, -1.21, 3.69], [-1.14, -0.63, 3.47], [-0.72, -0.33, 2.14], [-1.54, -0.68, 1.12], [0.43, 0.26, 1.79], [1.74, 0.61, 2.81], [2.47, -0.94, 3.64], [3.12, 1.42, 1.80], [1.35, 1.82, 4.22], [-4.16, -0.68, -0.16], [-4.21, -2.39, 0.29], [-2.88, -1.74, -0.72], [-4.17, -1.98, 2.77], [-2.67, -1.43, 4.71], [-0.49, -0.39, 4.31], [2.56, -1.75, 2.92], [1.85, -1.29, 4.46], [3.47, -0.73, 4.04], [4.04, 0.83, 1.83], [3.35, 2.42, 2.17], [2.83, 1.50, 0.76], [0.73, 1.38, 5.01], [0.82, 2.69, 3.83], [2.28, 2.17, 4.69], [0.65, -2.84, 0.21], [1.72, -2.33, 0.01], [1.98, -1.09, -0.55], [3.33, -0.90, -0.67], [3.91, 0.07, -1.14], [4.03, -2.11, -0.11], [5.37, -2.40, 0.04], [5.70, -3.62, 0.63], [4.70, -4.50, 1.05], [3.35, -4.19, 0.89], [3.05, -2.98, 0.31], [6.13, -1.70, -0.28], [6.74, -3.89, 0.77], [4.99, -5.44, 1.51], [2.57, -4.86, 1.21], [-0.98, 1.81, -0.78], [-2.01, 1.47, -1.44], [-2.22, 0.46, -2.10], [-3.13, 2.52, -1.38], [-3.03, 3.62, -0.54], [-4.05, 4.56, -0.49], [-5.16, 4.36, -1.30], [-5.28, 3.28, -2.15], [-4.26, 2.35, -2.18], [-6.24, 5.35, -1.26], [-6.12, 6.31, -0.53], [-7.18, 5.21, -2.03], [-2.14, 3.72, 0.07], [-4.00, 5.42, 0.16], [-6.17, 3.17, -2.77], [-4.29, 1.47, -2.81], [2.03, -0.42, -3.75], [1.19, 0.91, -2.68], [-0.09, 1.63, -3.91], [2.41, 2.38, -2.56], [3.29, 2.69, -3.59], [4.14, 3.79, -3.53], [4.11, 4.63, -2.43], [3.23, 4.35, -1.39], [2.39, 3.24, -1.46], [2.18, -0.07, -4.78], [1.36, -1.29, -3.79], [2.99, -0.74, -3.34], [0.48, 2.02, -4.76], [-0.66, 2.46, -3.48], [-0.79, 0.87, -4.25], [3.34, 2.05, -4.47], [4.82, 4.00, -4.35], [4.77, 5.49, -2.37], [3.19, 4.99, -0.51], [1.71, 3.03, -0.64]],
  "gap_ev": 5.15,
  "total_charge": -2,
  "e_tot_ha": -2617.30967,
  "homo_ev": -1.64,
  "de_lowest_kj_mol": 0.0,
  "largest_force_ha_per_bohr": 0.0123
}



No. 2
{
  "formula": "C4H11NO",
  "method": "ωB97M-V/def2-TZVPD",
  "elements": ["C", "C", "O", "C", "C", "N", "H", "H", "H", "H", "H", "H", "H", "H", "H", "H", "H"],
  "xyz": [[1.54, -0.99, -1.35], [0.99, -0.09, -0.23], [1.40, 1.26, -0.57], [-0.55, -0.17, -0.29], [-1.27, 0.66, 0.75], [-1.54, 0.00, 2.00], [1.12, -0.59, -2.28], [2.61, -0.84, -1.43], [1.20, -2.01, -1.22], [1.44, -0.28, 0.74], [0.59, 1.71, -0.80], [-0.91, -1.20, -0.33], [-0.86, 0.23, -1.27], [-2.22, 1.01, 0.32], [-0.71, 1.59, 0.92], [-1.04, -0.82, 2.27], [-1.79, 0.54, 2.79]],
  "gap_ev": 9.90,
  "total_charge": 0,
  "smiles": "C[C@@H](O)CCN",
  "e_tot_ha": -288.97562,
  "homo_ev": -8.83,
  "de_lowest_kj_mol": 108.7,
  "largest_force_ha_per_bohr": 0.0378
}



No. 3
{
  "formula": "C43H82F30N10O23S10",
  "method": "ωB97M-V/def2-TZVPD",
  "elements": ["C", "C", "C", "N", "C", "C", "C", "C", "C", "C", "H", "H", "H", "H", "H", "H", "H", "H", "H", "H", "H", "H", "H", "H", "H", "H", "H", "H", "H", "H", "C", "C", "C", "N", "C", "C", "C", "C", "C", "C", "H", "H", "H", "H", "H", "H", "H", "H", "H", "H", "H", "H", "H", "H", "H", "H", "H", "H", "H", "H", "C", "N", "C", "C", "C", "C", "O", "H", "H", "H", "H", "H", "H", "H", "H", "H", "H", "H", "H", "H", "H", "C", "N", "C", "C", "C", "C", "O", "H", "H", "H", "H", "H", "H", "H", "H", "H", "H", "H", "H", "H", "H", "C", "N", "C", "C", "C", "C", "O", "H", "H", "H", "H", "H", "H", "H", "H", "H", "H", "H", "H", "H", "H", "C", "F", "F", "F", "S", "O", "O", "N", "S", "O", "O", "C", "F", "F", "F", "C", "F", "F", "F", "S", "O", "O", "N", "S", "O", "O", "C", "F", "F", "F", "C", "F", "F", "F", "S", "O", "O", "N", "S", "O", "O", "C", "F", "F", "F", "C", "F", "F", "F", "S", "O", "O", "N", "S", "O", "O", "C", "F", "F", "F", "C", "F", "F", "F", "S", "O", "O", "N", "S", "O", "O", "C", "F", "F", "F"],
  "xyz": [[0.67, -2.06, 9.30], [-0.44, -1.70, 10.35], [-0.09, -0.38, 11.03], [-1.30, 0.13, 11.86], [-0.71, 1.39, 12.52], [-1.63, 1.93, 13.65], [-2.25, 0.95, 14.67], [-2.74, -0.32, 13.89], [-1.64, -0.90, 12.96], [-2.50, 0.44, 10.95], [1.55, -2.52, 9.74], [0.91, -1.17, 8.72], [0.43, -2.89, 8.64], [-0.54, -2.65, 10.87], [-1.31, -1.55, 9.71], [0.03, 0.33, 10.21], [0.68, -0.44, 11.80], [0.22, 1.10, 13.00], [-0.67, 2.06, 11.67], [-1.08, 2.69, 14.20], [-2.54, 2.44, 13.32], [-1.43, 0.68, 15.34], [-3.10, 1.34, 15.22], [-3.26, -0.97, 14.60], [-3.63, -0.27, 13.26], [-0.72, -1.19, 13.47], [-1.99, -1.84, 12.52], [-3.03, -0.51, 10.84], [-2.22, 0.82, 9.96], [-3.05, 1.18, 11.53], [-9.04, 10.38, -1.28], [-7.67, 10.88, -1.61], [-6.93, 9.55, -1.92], [-5.35, 9.72, -2.07], [-4.80, 8.44, -2.76], [-3.37, 8.66, -3.36], [-3.36, 9.91, -4.21], [-3.61, 11.20, -3.37], [-5.02, 10.99, -2.88], [-4.66, 10.04, -0.65], [-9.61, 10.10, -2.16], [-9.60, 11.18, -0.79], [-9.06, 9.59, -0.53], [-7.38, 11.38, -0.68], [-7.67, 11.56, -2.46], [-7.31, 9.42, -2.93], [-7.01, 8.76, -1.17], [-5.57, 8.31, -3.52], [-4.79, 7.61, -2.05], [-3.04, 7.81, -3.95], [-2.73, 8.71, -2.48], [-4.12, 9.89, -4.98], [-2.37, 9.94, -4.68], [-3.51, 12.14, -3.91], [-2.79, 11.10, -2.65], [-5.64, 11.07, -3.77], [-5.27, 11.85, -2.26], [-4.80, 9.13, -0.08], [-5.07, 10.93, -0.17], [-3.58, 10.18, -0.69], [9.30, -5.65, -4.11], [9.55, -5.99, -5.62], [11.02, -5.63, -5.84], [9.48, -7.51, -5.76], [8.56, -5.34, -6.69], [8.57, -3.72, -6.74], [7.69, -3.14, -5.80], [8.24, -5.50, -3.97], [9.69, -4.63, -4.09], [9.81, -6.17, -3.30], [11.05, -5.91, -6.89], [11.61, -6.30, -5.22], [11.29, -4.61, -5.56], [8.42, -7.75, -5.74], [9.99, -7.97, -4.91], [10.05, -7.98, -6.56], [7.60, -5.63, -6.25], [8.69, -5.97, -7.57], [8.17, -3.49, -7.73], [9.55, -3.25, -6.64], [7.48, -2.26, -6.12], [0.65, 1.58, -2.05], [0.79, 0.17, -1.46], [0.86, -0.83, -2.56], [2.13, 0.14, -0.83], [-0.32, -0.20, -0.42], [-0.24, 0.67, 0.83], [-0.69, 2.04, 0.64], [0.55, 2.37, -1.30], [-0.34, 1.61, -2.51], [1.43, 1.91, -2.74], [0.05, -0.64, -3.27], [0.86, -1.82, -2.10], [1.83, -0.81, -3.06], [2.40, 1.08, -0.35], [2.86, 0.12, -1.64], [2.19, -0.72, -0.16], [-0.14, -1.25, -0.19], [-1.26, -0.21, -0.97], [0.76, 0.56, 1.24], [-0.91, 0.32, 1.61], [-0.67, 2.53, 1.46], [-5.58, -6.62, -4.50], [-6.69, -7.66, -4.67], [-6.39, -8.57, -5.90], [-6.64, -8.56, -3.41], [-8.15, -7.06, -4.93], [-8.23, -6.23, -6.27], [-8.94, -4.98, -6.10], [-5.37, -6.27, -5.51], [-4.63, -7.02, -4.15], [-5.82, -5.83, -3.79], [-6.33, -7.90, -6.76], [-7.25, -9.23, -5.94], [-5.43, -9.06, -5.73], [-6.48, -8.02, -2.47], [-5.71, -9.14, -3.45], [-7.51, -9.21, -3.46], [-8.37, -6.57, -3.98], [-8.79, -7.93, -5.09], [-8.60, -6.81, -7.12], [-7.22, -5.90, -6.53], [-8.30, -4.33, -5.79], [1.60, 5.53, 5.76], [2.72, 6.28, 5.98], [1.66, 5.04, 4.48], [1.49, 4.63, 6.75], [0.11, 6.77, 5.88], [0.16, 7.53, 7.15], [0.11, 7.65, 4.67], [-1.21, 5.71, 5.82], [-2.26, 6.51, 6.59], [-2.10, 6.36, 8.00], [-2.55, 7.91, 6.18], [-3.80, 5.41, 6.07], [-4.32, 5.92, 4.95], [-3.50, 4.14, 5.82], [-4.65, 5.37, 7.15], [0.24, -9.78, 1.41], [-0.14, -11.02, 1.05], [-0.67, -8.82, 1.19], [0.39, -9.89, 2.76], [1.92, -9.25, 0.66], [1.62, -8.60, -0.66], [2.48, -8.43, 1.68], [2.74, -10.80, 0.76], [3.17, -11.12, -0.67], [2.16, -11.90, -1.41], [3.80, -10.07, -1.45], [4.63, -12.42, -0.35], [5.63, -11.83, 0.26], [4.25, -13.43, 0.43], [5.00, -12.94, -1.54], [11.48, 0.09, 3.56], [11.37, 1.22, 2.86], [12.76, -0.32, 3.63], [10.97, 0.21, 4.82], [10.26, -1.22, 2.71], [8.95, -0.65, 2.78], [10.83, -1.48, 1.41], [10.34, -2.65, 3.74], [9.15, -3.48, 3.43], [8.28, -3.52, 4.61], [8.49, -3.38, 2.09], [9.96, -5.28, 3.41], [11.03, -5.31, 2.60], [10.26, -5.55, 4.70], [9.10, -6.16, 2.98], [8.26, 3.55, -5.95], [8.37, 2.49, -5.06], [9.12, 4.42, -5.44], [8.48, 3.23, -7.29], [6.56, 4.37, -5.81], [6.13, 4.37, -4.37], [6.67, 5.69, -6.51], [5.64, 3.13, -6.60], [5.05, 3.83, -7.94], [4.38, 5.14, -7.80], [6.10, 3.82, -9.02], [3.70, 2.55, -8.40], [3.29, 2.57, -9.64], [4.14, 1.29, -8.24], [2.59, 2.69, -7.66], [-10.11, 0.98, -3.53], [-10.26, 1.02, -2.23], [-10.58, -0.19, -3.99], [-10.90, 1.94, -4.07], [-8.22, 1.07, -3.94], [-7.67, 2.38, -3.52], [-7.66, -0.07, -3.29], [-8.29, 0.71, -5.64], [-7.07, 1.48, -6.17], [-7.38, 2.92, -6.28], [-5.73, 1.07, -5.74], [-7.12, 0.85, -8.11], [-7.02, -0.46, -8.25], [-8.33, 1.03, -8.67], [-6.17, 1.28, -8.89]],
  "gap_ev": 6.01,
  "total_charge": 0,
  "e_tot_ha": -10942.62843,
  "homo_ev": -7.23,
  "largest_force_ha_per_bohr": 0.1372
}



No. 4
{
  "formula": "C44H40ClIrN3P2S6",
  "method": "ωB97M-V/def2-TZVPD",
  "elements": ["Ir", "C", "N", "C", "P", "C", "C", "C", "C", "C", "C", "C", "C", "C", "C", "C", "C", "C", "C", "C", "C", "C", "C", "P", "C", "C", "C", "C", "C", "C", "C", "C", "C", "C", "C", "C", "H", "H", "H", "H", "H", "H", "H", "H", "H", "H", "H", "H", "H", "H", "H", "H", "H", "H", "H", "H", "H", "H", "H", "H", "H", "H", "H", "H", "H", "Cl", "C", "H", "H", "N", "C", "N", "C", "C", "C", "C", "C", "C", "S", "H", "H", "H", "H", "H", "H", "C", "S", "C", "C", "S", "S", "C", "S", "S", "H", "H", "H"],
  "xyz": [[-1.19, -0.31, -0.74], [1.65, -1.22, 0.83], [1.39, -0.60, 2.09], [0.06, -0.20, 2.48], [-1.34, -0.87, 1.50], [-2.76, -0.19, 2.40], [-3.28, -0.89, 3.50], [-4.33, -0.36, 4.23], [-4.86, 0.88, 3.89], [-4.36, 1.58, 2.80], [-3.31, 1.04, 2.06], [-1.38, -2.65, 1.92], [-2.52, -3.42, 1.65], [-2.53, -4.77, 1.95], [-1.41, -5.38, 2.51], [-0.29, -4.62, 2.80], [-0.27, -3.26, 2.51], [2.45, -0.34, 2.99], [2.49, 0.86, 3.71], [3.52, 1.10, 4.60], [4.54, 0.17, 4.77], [4.50, -1.02, 4.06], [3.46, -1.28, 3.18], [1.07, -0.32, -0.66], [1.96, -1.26, -1.94], [3.05, -0.67, -2.58], [3.79, -1.39, -3.51], [3.44, -2.69, -3.82], [2.36, -3.29, -3.18], [1.62, -2.58, -2.25], [1.85, 1.32, -0.63], [1.43, 2.36, -1.46], [2.11, 3.56, -1.47], [3.20, 3.75, -0.63], [3.61, 2.73, 0.21], [2.95, 1.52, 0.21], [1.17, -2.21, 0.72], [2.72, -1.40, 0.72], [-0.10, 0.88, 2.43], [-0.14, -0.49, 3.52], [-2.87, -1.85, 3.78], [-4.72, -0.90, 5.08], [-5.68, 1.29, 4.46], [-4.77, 2.54, 2.53], [-2.94, 1.59, 1.21], [-3.41, -2.96, 1.25], [-3.43, -5.35, 1.77], [-1.43, -6.44, 2.74], [0.57, -5.08, 3.26], [0.60, -2.68, 2.78], [1.71, 1.60, 3.57], [3.55, 2.03, 5.15], [5.34, 0.37, 5.46], [5.28, -1.76, 4.20], [3.43, -2.23, 2.65], [3.33, 0.35, -2.35], [4.64, -0.92, -3.99], [4.03, -3.25, -4.54], [2.10, -4.31, -3.41], [0.80, -3.07, -1.76], [0.58, 2.24, -2.11], [1.78, 4.36, -2.12], [3.73, 4.70, -0.64], [4.46, 2.88, 0.87], [3.30, 0.74, 0.87], [-3.19, -1.96, -1.14], [-1.43, -2.26, -1.26], [-1.15, -2.46, -2.29], [-1.12, -3.08, -0.62], [-3.83, 1.17, -2.45], [-3.15, 2.07, -1.71], [-2.12, 1.79, -0.94], [-1.64, 2.97, -0.33], [-0.60, 3.05, 0.59], [-0.27, 4.28, 1.12], [-0.95, 5.43, 0.74], [-1.98, 5.37, -0.17], [-2.32, 4.13, -0.69], [-3.61, 3.74, -1.80], [-3.66, 0.19, -2.32], [-4.68, 1.44, -2.91], [-0.05, 2.16, 0.87], [0.54, 4.34, 1.84], [-0.67, 6.39, 1.17], [-2.52, 6.26, -0.47], [1.56, 0.85, -5.50], [-0.02, 1.15, -6.33], [-1.09, -0.09, -5.78], [-1.41, -0.48, -4.46], [-0.74, 0.29, -3.12], [-2.64, -1.70, -4.36], [-3.03, -1.83, -6.06], [-4.18, -2.79, -6.65], [-2.00, -0.82, -7.04], [2.05, 1.82, -5.45], [2.15, 0.17, -6.10], [1.43, 0.46, -4.50]],
  "gap_ev": [6.95, 4.87],
  "total_charge": 2,
  "s_squared": 0.780,
  "e_tot_ha": -5500.90040,
  "multiplicity": 2,
  "homo_ev": [-12.53, -12.53],
  "de_lowest_kj_mol": 0.0,
  "largest_force_ha_per_bohr": 0.0304
}



No. 5
{
  "formula": "C17H20NO11P2Yb",
  "method": "ωB97M-V/def2-TZVPD",
  "elements": ["Yb", "C", "C", "C", "C", "C", "C", "C", "C", "C", "C", "H", "H", "H", "H", "H", "H", "H", "H", "H", "H", "H", "H", "H", "H", "H", "O", "C", "O", "C", "C", "C", "C", "C", "N", "C", "O", "O", "H", "H", "H", "O", "P", "O", "O", "O", "P", "O", "O", "O", "H", "H"],
  "xyz": [[0.10, 0.17, 1.22], [0.79, -1.78, -0.41], [-0.50, -2.15, 0.07], [-1.45, -1.61, -0.82], [-0.78, -0.93, -1.84], [0.60, -1.04, -1.60], [1.71, -0.58, -2.50], [-1.45, -0.23, -2.99], [-2.94, -1.71, -0.69], [-0.76, -3.23, 1.08], [2.09, -2.40, 0.03], [2.60, -0.28, -1.93], [1.41, 0.27, -3.12], [2.04, -1.38, -3.18], [-2.22, 0.47, -2.65], [-1.95, -0.94, -3.66], [-0.74, 0.34, -3.59], [-3.39, -0.75, -0.43], [-3.22, -2.42, 0.09], [-3.39, -2.05, -1.63], [-1.68, -3.05, 1.64], [0.05, -3.30, 1.82], [-0.85, -4.21, 0.60], [2.94, -1.74, -0.13], [2.28, -3.34, -0.52], [2.08, -2.64, 1.09], [-2.22, 2.78, -1.51], [-1.38, 2.17, -0.85], [-1.57, 1.37, 0.13], [0.09, 2.38, -1.20], [0.51, 3.16, -2.26], [1.88, 3.34, -2.43], [2.77, 2.74, -1.55], [2.26, 1.95, -0.54], [0.95, 1.78, -0.39], [3.13, 1.17, 0.44], [4.35, 1.33, 0.36], [2.47, 0.40, 1.21], [-0.24, 3.61, -2.90], [2.24, 3.95, -3.24], [3.84, 2.85, -1.63], [-2.26, 2.25, 3.20], [-0.80, 2.03, 3.81], [-0.55, 3.03, 4.85], [0.19, 1.78, 2.67], [-0.92, 0.52, 4.54], [-0.89, -0.77, 3.58], [-1.49, -1.89, 4.56], [-1.79, -0.49, 2.39], [0.49, -1.13, 3.13], [-2.42, 1.66, 2.44], [-2.01, -1.46, 5.23]],
  "gap_ev": [6.30, 6.31],
  "total_charge": -2,
  "s_squared": 0.751,
  "e_tot_ha": -3384.25617,
  "multiplicity": 2,
  "homo_ev": [-1.46, -1.47],
  "de_lowest_kj_mol": 0.0,
  "largest_force_ha_per_bohr": 0.0515
}



No. 6
{
  "formula": "C2H3NO2S2",
  "method": "ωB97M-V/def2-TZVPD",
  "elements": ["C", "C", "N", "O", "O", "S", "S", "H", "H", "H"],
  "xyz": [[0.58, 0.81, 0.01], [-1.16, -0.24, -0.03], [1.71, 0.17, -0.04], [2.80, 0.71, -0.16], [1.65, -1.27, -0.04], [-2.28, 1.06, -0.14], [-1.28, -1.86, -0.11], [0.56, 1.78, -0.32], [-3.46, 0.32, 0.35], [0.88, -1.49, 0.48]],
  "gap_ev": 8.25,
  "total_charge": 0,
  "e_tot_ha": -1079.39102,
  "homo_ev": -9.37,
  "de_lowest_kj_mol": 603.2,
  "largest_force_ha_per_bohr": 0.1090
}



- What is the formula in the second record?
  C4H11NO